Record 1
C4H9N3O | ωB97M-V/def2-TZVPD

XYZ file:
```
17
Properties=species:S:1:pos:R:3:forces:R:3
H -1.218629 1.733234 -0.772491 0.068 -0.321 -0.096
N -0.313583 1.756843 -1.230443 0.053 0.144 -0.128
C 0.544200 0.998182 -0.678183 -0.684 0.723 0.256
N 1.850673 1.015549 -1.101884 -0.748 -0.438 0.177
C 0.337997 0.149206 0.572414 3.655 -0.283 0.938
O 0.858369 -1.185993 0.315191 0.120 0.642 0.331
N 0.548391 0.619720 1.751882 -0.459 -0.669 -0.946
H 0.451784 1.631627 1.790217 -0.172 0.028 -0.198
H 2.558024 0.615514 -0.506526 0.049 0.187 -0.565
H 2.018749 1.531050 -1.952786 0.360 -0.062 0.338
H 1.770632 -1.290541 0.633755 -0.354 0.447 0.272
C -1.277148 -1.792810 -0.119666 -1.693 1.599 0.592
C -1.668269 -0.642336 0.530995 -1.414 -2.539 -0.977
H -1.139753 -2.730954 0.394009 0.373 0.094 0.136
H -1.178568 -1.809648 -1.194414 0.041 0.019 -0.095
H -2.222898 0.110455 -0.012377 0.490 0.299 -0.154
H -1.919970 -0.709098 1.580306 0.315 0.129 0.120
```
Forces are in eV/Å.

lowest unoccupied orbital energy	0.2	eV
structure (SMILES)	[H]/N=C(N)\C(O)=N/[H].C=C
HOMO-LUMO gap	9.2	eV
2S+1	1

Löwdin atomic charge list, values in e, 5 entries: 0.028, 0.124, -0.457, 0.128, -0.469

Record 2
C4H9N3O | ωB97M-V/def2-TZVPD

XYZ file:
```
17
Properties=species:S:1:pos:R:3:forces:R:3
C -1.551739 -0.305206 -0.960029 0.323 0.403 0.016
N -0.899659 0.324640 0.178643 -0.357 1.710 -0.696
C 1.209951 0.110624 0.406362 -1.181 0.198 0.227
C 0.432868 -0.794713 1.017832 1.855 -0.945 0.787
N 0.651733 1.585186 -1.349855 -0.178 0.002 -0.282
C 0.155904 -1.731801 1.923491 0.338 -0.020 -0.380
O 2.547711 0.225222 0.225750 -0.118 -0.126 0.187
N 0.332988 1.163719 -0.068852 -0.491 -0.916 0.215
H 2.833801 1.037458 0.672067 0.003 -0.198 -0.137
H -1.535211 0.875123 0.751843 0.091 -0.046 -0.137
H 0.125607 2.405443 -1.617395 0.014 -0.127 0.073
H 0.655005 0.864144 -2.069415 -0.108 0.040 0.145
H -2.389680 -0.889776 -0.582845 0.039 0.000 0.026
H -0.833288 -0.980199 -1.423491 -0.051 -0.055 -0.088
H -1.919065 0.414250 -1.698583 -0.005 -0.070 -0.013
H 0.560629 -1.665633 2.925006 -0.296 0.255 0.145
H -0.377554 -2.638480 1.669468 0.122 -0.103 -0.086
```
Forces are in eV/Å.

lowest unoccupied orbital energy	0.8	eV
HOMO-LUMO gap	7.9	eV
2S+1	1

Löwdin atomic charge list, values in e, 5 entries: -0.086, -0.088, -0.351, -0.134, 0.045

Record 3
C4H9N3O | ωB97M-V/def2-TZVPD

XYZ file:
```
17
Properties=species:S:1:pos:R:3:forces:R:3
C 2.147371 -1.184823 -1.632371 -0.392 0.280 0.608
N 1.426868 -1.092492 -0.570923 1.011 -0.177 -1.180
N 0.676627 0.116205 -0.528118 -0.819 -0.268 -0.814
N 1.372007 1.156503 0.065460 0.802 0.516 0.400
C -0.672238 -0.062048 -0.260948 -2.027 1.000 0.427
C -1.456166 -1.075770 -0.642419 0.577 -0.106 -0.124
O -1.327239 1.087045 0.320173 1.198 -1.478 -0.535
C -1.453566 0.913901 1.726620 -0.165 0.208 0.383
H 2.126388 -0.442134 -2.448008 -0.076 -0.160 0.501
H 2.843451 -2.029762 -1.746347 -0.524 0.262 0.280
H 0.805606 2.003329 0.024917 0.139 -0.417 -0.035
H 1.574718 0.913697 1.032188 -0.103 0.236 0.223
H -1.038575 -1.935639 -1.152685 -0.026 0.085 0.125
H -2.529010 -1.028268 -0.506869 0.189 0.089 0.130
H -2.035700 1.751911 2.123296 0.133 -0.036 -0.229
H -1.988213 -0.009991 1.978838 0.184 0.066 -0.155
H -0.472328 0.918336 2.217197 -0.098 -0.099 -0.006
```
Forces are in eV/Å.

lowest unoccupied orbital energy	0.9	eV
structure (SMILES)	C=NN(N)C(=C)OC
HOMO-LUMO gap	8.7	eV
2S+1	1

Löwdin atomic charge list, values in e, 5 entries: 0.002, 0.022, -0.227, 0.070, -0.374

Record 4
C4H9N3O | ωB97M-V/def2-TZVPD

XYZ file:
```
17
Properties=species:S:1:pos:R:3:forces:R:3
C 1.499719 -0.686372 -1.266557 -0.057 0.044 0.042
C -1.673150 -0.555867 1.440676 -0.020 -0.005 -0.025
C 1.431126 0.086719 0.015500 -0.257 0.156 0.082
C -0.416561 -0.017599 0.843185 0.140 0.066 -0.284
N -1.284521 1.004147 -1.130645 -0.016 -0.055 -0.007
O 2.511963 0.868009 0.179517 -0.244 -0.111 -0.001
N 0.811406 -0.397297 1.162022 -0.064 0.108 -0.086
N -0.314766 0.909280 -0.130631 0.383 -0.243 0.156
H 2.484582 1.206529 1.086101 -0.024 -0.037 -0.046
H -2.072171 0.373461 -1.017876 0.076 0.053 0.066
H -1.598452 1.961344 -1.228480 0.007 -0.081 0.058
H 2.368990 -1.348200 -1.228608 -0.039 0.041 0.018
H 1.613071 -0.004799 -2.109849 0.002 -0.009 0.041
H 0.602089 -1.282210 -1.407869 0.005 0.023 0.034
H -2.462229 0.198063 1.461406 0.052 -0.023 -0.011
H -2.036378 -1.420580 0.876901 0.042 0.051 0.016
H -1.464719 -0.894625 2.455206 0.015 0.021 -0.052
```
Forces are in eV/Å.

lowest unoccupied orbital energy	0.9	eV
HOMO-LUMO gap	9.0	eV
2S+1	1

Löwdin atomic charge list, values in e, 5 entries: -0.011, -0.022, -0.474, -0.453, 0.027

Record 5
C4H9N3O | ωB97M-V/def2-TZVPD

XYZ file:
```
17
Properties=species:S:1:pos:R:3:forces:R:3
N 1.130817 1.707060 -0.808880 0.132 -0.436 -0.831
C 0.458131 1.178726 0.248751 -3.209 4.204 1.145
N 1.254855 0.903112 1.326010 0.438 -1.309 0.931
O -0.786431 1.356596 0.375954 2.749 -1.046 -0.924
H 2.115867 1.905597 -0.742972 -0.118 -0.190 -0.128
H 0.576641 2.247886 -1.457864 0.144 -0.174 0.190
H 0.721990 0.636663 2.147660 0.079 0.201 -0.252
H 2.007915 1.544638 1.526729 -0.041 -0.167 -0.176
C -2.332944 -1.160479 1.439406 0.186 0.652 0.376
C -1.370156 -1.043253 0.718876 4.166 -2.403 -1.858
N -0.137987 -1.387376 -0.073509 -3.897 0.729 1.661
C -0.307256 -1.432483 -1.516556 -0.060 0.056 0.088
H -3.050591 -0.867182 2.181552 -0.039 -0.215 -0.459
H 0.786649 -1.267500 0.315627 -0.611 0.160 0.237
H 0.637769 -1.205683 -2.019504 -0.099 -0.092 0.119
H -1.047271 -0.694580 -1.839761 0.119 -0.004 0.022
H -0.657996 -2.421741 -1.821518 0.061 0.034 -0.142
```
Forces are in eV/Å.

lowest unoccupied orbital energy	0.6	eV
structure (SMILES)	NC(N)=O.C#CNC
HOMO-LUMO gap	8.8	eV
2S+1	1

Löwdin atomic charge list, values in e, 5 entries: 0.155, -0.668, 0.127, -0.024, 0.097

Record 6
C4H9N3O | ωB97M-V/def2-TZVPD

XYZ file:
```
17
Properties=species:S:1:pos:R:3:forces:R:3
C -0.101448 0.307671 -0.601575 -0.873 -0.680 -1.089
C -0.251316 0.639509 2.173219 0.352 -0.335 -0.503
C -1.070651 -0.271185 -1.584689 0.232 0.071 -0.239
N -0.037355 1.681424 1.205646 -0.887 1.933 0.025
N -0.448359 1.489180 -0.028189 1.957 -1.019 1.097
C 1.218628 -0.316082 -0.393323 -0.097 -0.172 1.241
N 1.264113 -1.677704 -0.593076 -0.015 0.356 -0.312
O 2.216750 0.284511 -0.017601 -0.259 0.057 -0.289
H -0.510730 2.324865 -0.606487 -0.353 0.022 0.215
H 2.176044 -2.102694 -0.616373 -0.128 -0.053 0.091
H 0.438273 -2.233413 -0.720715 0.089 0.020 -0.120
H -0.607572 1.127516 3.085112 0.175 -0.104 -0.053
H -0.978854 -0.112397 1.843685 0.004 0.012 -0.124
H 0.689500 0.116285 2.379670 -0.038 0.014 0.144
H -1.696761 -1.043344 -1.130273 -0.116 -0.049 0.007
H -0.554543 -0.714221 -2.433498 -0.024 -0.098 -0.121
H -1.745720 0.500077 -1.961533 -0.022 0.023 0.030
```
Forces are in eV/Å.

lowest unoccupied orbital energy (alpha / beta)	-0.2 / 0.5	eV
HOMO-LUMO gap (alpha / beta)	7.8 / 8.4	eV
2S+1	1

Löwdin atomic charge list, values in e, 5 entries: -0.256, -0.131, -0.061, -0.016, -0.015

Record 7
C4H9N3O2 | ωB97M-V/def2-TZVPD

XYZ file:
```
18
Properties=species:S:1:pos:R:3:forces:R:3
C 0.068829 0.396871 0.541319 0.424 -7.771 0.691
C -0.464797 -0.246654 -0.969719 0.215 4.033 -0.842
C 0.518017 -1.300082 0.642184 1.206 3.208 3.173
C -0.032259 1.148611 -1.351912 -1.734 -0.045 -3.275
N -0.209117 -1.949971 1.568940 -0.499 -0.383 -0.371
N -0.932369 0.814103 1.393247 -0.789 1.821 0.109
N 1.254646 1.191756 -1.891510 -0.491 0.207 0.569
O 1.588379 -1.652915 0.202492 -0.512 -0.267 -0.522
O -0.817992 2.110989 -1.387001 1.214 -0.728 0.526
H 1.062405 0.767099 0.774047 -0.099 0.459 -1.101
H 0.061007 -2.878476 1.849082 -0.136 -0.072 -0.116
H -1.061463 -1.548017 1.921231 0.213 -0.299 0.004
H -1.594922 0.214080 1.862774 0.246 -0.137 -0.415
H -1.396090 1.636099 0.991817 -0.062 -0.354 0.330
H 1.917243 0.531134 -1.497895 -0.027 0.211 -0.261
H 1.578851 2.130837 -2.070324 0.190 -0.077 0.172
H 0.004541 -1.010166 -1.581890 0.565 -0.080 0.775
H -1.544908 -0.355298 -0.996881 0.074 0.274 0.555
```
Forces are in eV/Å.

lowest unoccupied orbital energy	0.6	eV
HOMO-LUMO gap	9.1	eV
2S+1	1

Löwdin atomic charge list, values in e, 5 entries: -0.229, -0.009, -0.516, -0.615, 0.175

Record 8
C4H9N3O2 | ωB97M-V/def2-TZVPD

XYZ file:
```
18
Properties=species:S:1:pos:R:3:forces:R:3
C 0.165135 2.756255 -1.119406 -1.366 -0.190 0.018
N 0.358610 1.418468 -0.597918 1.274 0.806 0.065
C -0.621956 0.620540 -0.480495 1.152 -1.416 1.182
N -1.867739 0.828225 -0.848181 -1.797 -0.206 -0.411
C -0.434603 -0.733053 0.243488 0.985 0.595 -0.560
O -1.383668 -1.499410 0.336419 -0.602 0.184 0.012
N 0.788041 -1.033790 0.740199 -0.690 1.164 -0.520
C 0.954786 -2.331795 1.345405 -0.842 0.523 1.106
O 1.949822 -0.267173 0.477912 0.196 -1.933 1.126
H 1.048168 3.387291 -1.153412 0.246 -0.433 0.072
H -0.588300 3.286579 -0.512579 0.197 0.009 0.048
H -0.283411 2.711208 -2.115340 0.200 0.135 -0.341
H -2.572097 0.068937 -0.784315 0.932 0.965 -0.048
H -1.985703 1.676189 -1.365021 -0.813 -0.009 -0.248
H 1.803722 -2.757747 0.862663 0.558 -0.823 -0.090
H -0.024016 -2.824512 1.140992 1.116 -0.078 0.093
H 1.072199 -2.277664 2.468804 0.137 0.066 -1.206
H 1.667644 0.500381 -0.049080 -0.882 0.642 -0.299
```
Forces are in eV/Å.

lowest unoccupied orbital energy	0.8	eV
structure (SMILES)	C/N=C(\N)C(=O)N(C)O
HOMO-LUMO gap	9.5	eV
2S+1	1

Löwdin atomic charge list, values in e, 5 entries: -0.109, -0.013, -0.358, 0.176, -0.367

Record 9
C4H9N3O3 | ωB97M-V/def2-TZVPD

XYZ file:
```
19
Properties=species:S:1:pos:R:3:forces:R:3
C 0.326980 -1.196533 0.331671 0.938 0.173 0.323
C -3.281342 0.720023 -0.438250 -0.734 3.307 2.139
C 2.194339 1.159236 -0.373711 -1.102 2.334 0.009
C 0.944401 1.229278 0.459264 -1.096 -1.417 -0.873
N 0.640496 2.192598 1.385020 3.509 1.934 1.468
N -0.756818 -2.146122 0.294100 2.914 1.026 -0.564
N -0.898469 -2.654916 -1.034120 -1.490 -1.044 -0.101
O -3.523319 1.621055 0.248966 -0.125 0.134 0.427
O 0.115910 0.142717 0.721232 0.141 -2.149 -1.063
O -3.039575 -0.114397 -1.148019 0.895 -3.387 -2.541
H 1.167930 -1.425900 -0.330647 -0.255 0.311 0.330
H 2.315757 2.181283 -0.929116 0.036 -1.635 1.354
H 3.057430 0.933858 0.263568 0.280 -0.073 -0.401
H 2.046350 0.476657 -1.189596 0.192 -0.702 -0.125
H 1.535394 2.456391 1.977519 -2.213 -0.444 -1.246
H -1.494881 -1.567264 0.586385 -2.111 0.287 0.053
H -0.061197 1.877701 2.022052 -0.464 -0.150 0.288
H -0.967073 -3.690076 -1.131973 0.529 1.495 0.585
H -0.322315 -2.195589 -1.714339 0.156 0.001 -0.062
```
Forces are in eV/Å.

lowest unoccupied orbital energy (alpha / beta)	0.6 / 0.6	eV
HOMO-LUMO gap (alpha / beta)	6.8 / 7.2	eV
2S+1	1

Löwdin atomic charge list, values in e, 5 entries: -0.144, -0.453, -0.045, -0.438, 0.069

Record 10
C4H9N3O3 | ωB97M-V/def2-TZVPD

XYZ file:
```
19
Properties=species:S:1:pos:R:3:forces:R:3
N 2.498094 -1.049904 0.058614 0.372 -1.221 0.231
C 1.640774 -0.005838 -0.097351 0.265 2.380 -0.237
O 2.055308 1.135497 -0.318857 -0.471 -1.361 0.341
N 0.304872 -0.295821 0.037310 -0.776 -1.100 0.393
C -0.203059 -1.660015 0.109076 0.271 0.085 -0.128
C -1.678149 -1.587787 -0.270746 -0.109 -0.007 0.056
N -2.148719 -0.348643 0.350767 0.278 -0.586 0.034
C -0.723873 0.760409 -0.058034 1.280 2.474 -2.613
O -0.955933 1.280225 -1.161676 -0.231 -1.130 1.540
H 3.473263 -0.808521 0.160473 -0.271 0.071 -0.116
H 2.208411 -1.936810 0.458347 0.136 0.493 -0.154
H 0.336372 -2.308418 -0.592469 -0.142 0.026 0.185
H -0.088847 -2.057730 1.129481 -0.040 -0.128 -0.113
H -1.786082 -1.474092 -1.355166 0.007 -0.017 0.264
H -2.234999 -2.463857 0.078705 0.137 0.074 -0.191
H -2.930932 0.088196 -0.130638 0.110 0.006 0.497
O -0.684400 1.607360 1.027204 -0.233 -0.333 0.683
H -2.200890 -0.407285 1.366038 -0.565 0.080 -0.331
H -0.259061 1.164637 1.779691 -0.018 0.195 -0.342
```
Forces are in eV/Å.

lowest unoccupied orbital energy	0.2	eV
HOMO-LUMO gap	9.3	eV
2S+1	1

Löwdin atomic charge list, values in e, 5 entries: 0.160, -0.573, 0.056, 0.026, -0.150

Record 11
C4H9N4 | ωB97M-V/def2-TZVPD

XYZ file:
```
17
Properties=species:S:1:pos:R:3:forces:R:3
C 0.090039 -1.075777 2.720173 1.250 1.691 -2.227
C 1.119683 0.138747 -0.266378 0.436 0.210 -0.798
C 1.534401 -0.908422 0.431588 -1.680 0.578 1.582
C 0.651121 -0.882579 1.630849 -0.115 -1.174 1.017
N -0.537547 -1.023210 3.909202 1.041 -0.635 -0.844
N 0.757917 1.220815 -0.838997 0.035 -0.033 1.182
N 2.467947 -1.867806 0.251124 2.302 -0.071 -2.750
N -1.420960 1.145253 -2.423902 2.448 2.127 -0.448
H -0.808767 -2.025886 4.066733 0.141 1.801 1.382
H -0.075239 -0.321908 4.570715 -1.162 -2.108 -0.685
H -0.100581 1.210873 -1.567988 0.427 0.368 1.394
H 1.045934 2.110781 -0.346727 -0.287 -1.009 -1.107
H 2.587921 -2.606478 0.928264 -0.186 0.328 -0.027
H 3.158839 -1.883830 -0.612586 -2.256 0.208 2.654
H -0.718665 1.130334 -3.171069 -0.948 -0.586 -0.259
H -2.034938 1.902930 -2.629396 -0.345 0.782 0.050
H -1.965194 0.357666 -2.341297 -1.101 -2.475 -0.114
```
Forces are in eV/Å.

lowest unoccupied orbital energy	-3.4	eV
HOMO-LUMO gap	8.9	eV
2S+1	1
total charge	+1

Löwdin atomic charge list, values in e, 5 entries: -0.142, 0.003, -0.334, 0.043, 0.073

Record 12
C4H9N4OS2 | ωB97M-V/def2-TZVPD

XYZ file:
```
20
Properties=species:S:1:pos:R:3:forces:R:3
C -1.386812 2.038024 0.711173 -0.392 -1.211 -0.607
C -0.970112 -1.179200 -2.012245 1.868 0.462 -0.128
C 1.032534 0.192630 2.388494 1.354 -1.888 -0.808
C 1.087179 1.485830 1.742244 -0.250 3.422 0.051
N -1.941646 1.489655 -0.142934 0.218 0.531 0.322
N -2.117715 -0.581487 -1.999568 -2.224 0.536 2.213
N -0.640864 -2.179630 -2.796201 3.066 0.092 0.789
N 2.098436 2.120099 1.382090 -0.361 0.903 0.373
O 1.929560 -0.708462 1.742937 -3.878 -0.784 -0.728
S 0.311787 -0.480368 -1.020634 -0.353 -0.185 -0.313
S -0.529962 2.541872 2.037396 0.698 0.247 0.650
H 1.298665 0.374045 3.427289 -0.225 -0.171 0.312
H 0.066801 -0.246439 2.278619 -0.699 -0.332 0.282
H -3.019167 -1.076931 -2.161113 1.153 0.506 -0.345
H -2.163171 0.127073 -1.185726 -0.482 -0.528 -1.456
H -1.317895 -2.628551 -3.316445 -1.414 -1.144 -1.459
H 0.380605 -2.417769 -2.932349 -2.153 0.158 0.166
H 1.938258 3.165429 1.351919 0.237 -1.538 -0.639
H 2.808599 -0.593205 1.927825 3.336 0.913 1.024
H 1.134921 -1.442614 -1.422771 0.502 0.013 0.302
```
Forces are in eV/Å.

lowest unoccupied orbital energy	-3.2	eV
HOMO-LUMO gap	10.0	eV
2S+1	1
total charge	+1

Löwdin atomic charge list, values in e, 5 entries: -0.626, -0.748, -0.263, -0.564, 0.089